[1]
ORCA calculation (ωB97M-V/def2-TZVPD) on one molecule with the formula C5H10O2 in a non-equilibrium geometry.

```
17
Properties=species:S:1:pos:R:3:forces:R:3:lowdin_charge:R:1
C -0.8615 -1.7166 -0.8334 -0.039 0.073 0.007 -0.03
C -0.0144 -0.9332 0.1689 0.000 0.276 -0.278 -0.37
O 1.1275 -0.4474 -0.5196 0.300 -0.089 -0.121 -0.12
C 1.6483 0.6713 0.1981 0.649 0.064 0.322 -0.23
C 0.4991 1.5837 0.4436 0.391 -1.070 1.374 -0.06
C -0.6671 0.3368 0.7680 0.128 1.621 -1.763 -0.20
O -1.5265 1.0785 -0.0803 -3.426 -1.276 -0.829 -0.10
H -0.2325 -2.4429 -1.3589 -0.049 0.126 0.189 0.09
H -1.2935 -1.0599 -1.5951 0.043 -0.096 0.095 0.07
H -1.6801 -2.2574 -0.3465 0.141 0.147 -0.002 0.09
H 0.3020 -1.6422 0.9672 -0.120 0.590 -0.079 0.15
H 2.4343 1.0803 -0.4352 0.112 -0.006 0.181 0.12
H 2.0205 0.3762 1.1815 0.509 -0.391 -0.059 0.12
H 0.5042 2.2801 1.2718 0.608 -0.093 0.360 0.10
H 0.3632 2.2384 -0.4789 -0.890 -1.365 1.052 0.13
H -1.3733 -0.0390 1.5796 1.669 1.413 0.121 0.16
H -1.3191 0.8344 -0.9789 -0.027 0.078 -0.568 0.07
```
Positions in Å, forces in eV/Å.

Results
SMILES string: C[C@H]1OCC[C@H]1O
HOMO: -0.3265 hartree
gap between HOMO and LUMO: 0.36489 Eh
total charge: 0
relative energy (zero: lowest compared OMol25 entry of this formula, charge and spin): 344.9 kJ/mol
spin multiplicity: 1

[2]
ORCA calculation (ωB97M-V/def2-TZVPD) on a 5-piece molecular cluster, CH11O4S overall in a non-equilibrium geometry.

```
17
Properties=species:S:1:pos:R:3:forces:R:3:lowdin_charge:R:1
C -0.3755 -0.2409 2.0938 0.046 0.382 0.355 -0.65
S -1.6093 -1.3086 1.2725 0.178 0.252 -0.131 0.23
H 0.6268 -0.6331 1.9575 0.237 -0.103 0.034 -0.01
H -0.3415 0.7965 1.7392 -0.128 -0.154 -0.301 0.00
H -0.5505 -0.1363 3.1713 -0.065 -0.316 -0.038 -0.01
H -2.6620 1.8670 0.2572 -0.041 -0.025 -0.184 0.03
H -1.8130 0.6590 -0.0217 -0.339 -0.551 0.035 -0.09
O -2.3382 1.3418 -0.4839 0.084 0.458 0.081 -0.13
H -0.3212 -1.4844 -0.4547 0.017 -0.110 0.482 -0.08
H -0.3046 -2.0376 -1.8591 0.284 -0.033 -0.016 0.07
O 0.2836 -1.5672 -1.2522 -0.601 -1.997 -0.160 -0.11
H 2.3412 0.6576 -0.9239 -0.264 0.314 -0.176 -0.01
H 3.4280 -0.2235 -0.3638 0.067 -0.003 -0.008 0.02
O 3.3066 0.5834 -0.8723 0.104 -0.184 0.144 -0.08
H -0.4626 1.1204 -1.4713 0.313 0.262 0.245 0.01
H 0.3631 -0.1768 -1.4871 0.121 0.017 -0.024 -0.08
O 0.4290 0.7827 -1.3016 -0.013 1.792 -0.337 -0.11
```
Positions in Å, forces in eV/Å.

Results
HOMO: -0.1259 hartree
gap between HOMO and LUMO: 0.26137 Eh
total charge: -1
relative energy (zero: lowest compared OMol25 entry of this formula, charge and spin): 50.6 kJ/mol
spin multiplicity: 1

[3]
ORCA calculation (ωB97M-V/def2-TZVPD) on a 5-piece molecular cluster, H10O5 overall.

```
15
Properties=species:S:1:pos:R:3:forces:R:3:lowdin_charge:R:1
O 0.4911 0.0020 -1.1920 -0.064 -0.538 -0.262 -0.05
O -2.7933 1.9761 -0.4026 -0.321 0.628 -0.284 -0.07
O -1.3997 0.3400 2.0019 0.403 0.210 -0.767 -0.05
O 2.0246 -0.6842 1.8418 0.569 0.024 0.430 -0.07
O 1.7937 -1.2306 -3.3225 -0.721 -0.082 0.596 -0.09
H 0.8142 -0.5910 -0.4952 -0.117 0.837 0.204 0.04
H -3.4550 1.4940 -0.9202 0.566 -0.158 0.470 0.04
H -2.1248 0.7149 2.4963 -0.178 -0.228 0.479 0.04
H 2.5561 -1.4827 2.0133 -0.275 0.530 -0.101 0.05
H 0.9452 -1.6773 -3.4506 0.293 -0.181 -0.491 0.03
H 0.4761 0.9206 -0.9071 0.146 -0.271 0.406 0.06
H -2.2685 1.3860 0.1425 -0.139 -0.574 -0.116 -0.01
H -1.0810 -0.4717 2.4061 -0.245 0.139 0.202 0.04
H 2.4922 0.0363 2.3111 -0.391 -0.604 -0.413 0.05
H 1.5291 -0.7325 -2.5226 0.473 0.266 -0.354 -0.02
```
Positions in Å, forces in eV/Å.

Results
SMILES string: O.O.O.O.O
HOMO: -0.3881 hartree
gap between HOMO and LUMO: 0.39827 Eh
total charge: 0
relative energy (zero: lowest compared OMol25 entry of this formula, charge and spin): 108.0 kJ/mol
spin multiplicity: 1

[4]
ORCA calculation (ωB97M-V/def2-TZVPD) on an isolated ion of composition C3H5N2 and charge +1.

```
10
Properties=species:S:1:pos:R:3:forces:R:3:lowdin_charge:R:1
C -0.6806 0.0886 -0.9734 0.479 0.661 0.167 -0.01
C 0.3250 -0.8025 -0.8187 -0.647 -0.307 -0.310 -0.02
N 0.8357 -0.6071 0.4440 0.290 0.083 -0.104 0.12
C 0.1986 0.3922 1.0364 0.274 0.037 0.076 -0.04
N -0.7059 0.8507 0.1851 -0.558 -0.479 0.035 0.12
H -1.2684 0.3886 -1.8210 -0.208 -0.376 -0.042 0.14
H 0.5869 -1.6152 -1.4738 0.401 0.110 0.072 0.14
H 1.6639 -1.0455 0.8229 -0.125 -0.158 0.019 0.19
H 0.4395 0.7625 2.0173 -0.196 0.095 0.050 0.17
H -1.4858 1.4467 0.4282 0.290 0.333 0.035 0.19
```
Positions in Å, forces in eV/Å.

Results
SMILES string: c1c[nH+]c[nH]1
HOMO: -0.5558 hartree
gap between HOMO and LUMO: 0.42402 Eh
total charge: +1
relative energy (zero: lowest compared OMol25 entry of this formula, charge and spin): 7.6 kJ/mol
spin multiplicity: 1